The following is a DFT calculation (ωB97M-V/def2-TZVPD) of C5H5NO2 in the gas phase.

Its energy is -10844.940 eV. The value obtained for the HOMO-LUMO gap is 10.10 eV. The highest occupied orbital energy comes out at -10.12 eV.

```
13
C5H5NO2, DFT ωB97M-V/def2-TZVPD
N 3.1610 -0.9137 -0.3191
C 2.2570 -0.0765 -0.5234
C 0.8426 -0.2129 -0.3820
C -0.3626 -0.3333 -0.4047
C -1.7926 -0.5606 -0.4577
C -2.6973 0.0849 0.5073
O -2.6030 0.5460 -0.8291
H -2.0912 -1.5184 -0.8940
H -3.6270 -0.4272 0.7665
H -2.2787 0.7548 1.2623
O 2.9700 1.2193 0.2004
H 2.3025 1.5752 0.8027
H 3.9193 -0.1376 0.2709
```

=====

The following is a DFT calculation (ωB97M-V/def2-TZVPD) of 2 unconnected molecules or ions with the total composition CH2ClN2O2.

The charge is -1. Its energy is -20661.891 eV. The value obtained for the HOMO-LUMO gap (alpha / beta) is 6.28 / 7.55 eV. The highest occupied orbital energy (alpha / beta) comes out at -2.71 / -3.93 eV.

```
8
CH2ClN2O2, DFT ωB97M-V/def2-TZVPD
C -0.0702 -0.9658 0.2607
N -1.2002 -1.4781 -0.2001
N -2.2795 -0.7616 0.0783
O -2.2312 0.1877 0.8599
O -3.3523 -1.0724 -0.3893
Cl 1.3443 -1.9562 0.1299
H -0.2464 -0.2091 0.9984
H 0.7182 0.0906 -1.4529
```

=====

The following is a DFT calculation (ωB97M-V/def2-TZVPD) of 15 unconnected molecules or ions with the total composition C60H108O30.

Its energy is -125394.937 eV. The value obtained for the HOMO-LUMO gap is 9.96 eV. The highest occupied orbital energy comes out at -9.87 eV.

```
198
C60H108O30, DFT ωB97M-V/def2-TZVPD
O -1.5136 2.2495 6.9063
C -1.5055 1.0232 7.0017
O -0.7363 0.2957 7.8384
C 0.5415 0.7130 8.2414
C 1.6480 0.0843 7.4035
C -2.5727 0.1293 6.3519
H 0.7335 0.3964 9.2666
H 0.5484 1.8028 8.2176
H 1.7581 0.7544 6.5510
H 1.4346 -0.8960 6.9773
H 2.6218 0.0839 7.8931
H -3.4848 0.2147 6.9426
H -2.2375 -0.9017 6.2389
H -2.7794 0.5346 5.3613
O 0.5292 -1.5887 1.0767
C 0.9215 -1.0291 0.0617
O 0.4648 0.1313 -0.4976
C -0.6535 0.8544 0.0360
C -0.2734 1.6286 1.2813
C 2.1028 -1.5554 -0.6980
H -1.3170 0.0215 0.2684
H -1.0961 1.5091 -0.7148
H 0.2528 2.5530 1.0432
H 0.2450 1.0437 2.0411
H -1.2108 1.9352 1.7454
H 2.9547 -0.9101 -0.4834
H 1.9184 -1.6082 -1.7709
H 2.4379 -2.5386 -0.3678
O -5.2001 4.7165 3.3646
C -5.0338 5.7968 3.9211
O -5.2797 6.0338 5.2235
C -5.8600 5.0384 6.0772
C -6.9421 5.7164 6.9521
C -4.5605 7.0175 3.1068
H -5.1329 4.6022 6.7622
H -6.3059 4.2573 5.4616
H -6.5690 6.6717 7.3213
H -7.3243 5.0159 7.6946
H -7.7612 5.9571 6.2744
H -5.2500 7.0843 2.2652
H -3.5759 6.9102 2.6517
H -4.5822 7.9617 3.6509
O -1.7713 -7.1809 6.4967
C -1.7450 -6.1139 5.8576
O -2.3568 -4.9672 6.3221
C -3.2616 -4.9404 7.3683
C -2.5663 -4.8275 8.7469
C -0.9685 -5.8121 4.5420
H -3.9630 -5.7745 7.3516
H -3.8828 -4.0648 7.1796
H -1.9002 -3.9648 8.7338
H -1.8980 -5.6683 8.9332
H -3.2377 -4.7537 9.6024
H -0.4699 -6.6606 4.0735
H -0.1953 -5.0519 4.6532
H -1.6977 -5.3893 3.8509
O -1.8951 8.7412 -2.8700
C -0.7740 8.4940 -2.3645
O 0.2702 9.3898 -2.2001
C -0.0216 10.7229 -2.4950
C -0.2395 11.4501 -1.2253
C -0.4776 7.2233 -1.6498
H -0.8294 10.8696 -3.2120
H 0.7638 11.1783 -3.0983
H -1.0353 11.0347 -0.6069
H -0.5046 12.4743 -1.4877
H 0.6562 11.3753 -0.6087
H -0.0636 7.3639 -0.6513
H 0.2925 6.7044 -2.2205
H -1.4034 6.6653 -1.5093
O 3.6986 5.0007 1.4543
C 4.1532 5.5969 0.5101
O 4.4934 5.0027 -0.6382
C 4.2791 3.6100 -0.8552
C 4.8203 3.2044 -2.2188
C 4.3891 7.0854 0.4123
H 3.2085 3.4253 -0.7678
H 4.8613 3.0597 -0.1161
H 5.9016 3.2369 -2.3524
H 4.3269 3.7613 -3.0153
H 4.5694 2.1516 -2.3478
H 3.4944 7.6636 0.1813
H 5.1029 7.2065 -0.4025
H 4.7841 7.5011 1.3392
O -5.7021 -6.0091 1.9018
C -6.1502 -4.9532 1.4878
O -7.3052 -4.7560 0.8058
C -7.9185 -5.8638 0.1981
C -7.3455 -6.1733 -1.1279
C -5.4500 -3.6696 1.8301
H -8.9768 -5.6118 0.1301
H -7.8961 -6.7459 0.8381
H -6.4486 -6.7834 -1.0206
H -7.0894 -5.2128 -1.5749
H -8.1228 -6.6317 -1.7394
H -4.8191 -3.7973 2.7097
H -6.0388 -2.7605 1.9524
H -4.7865 -3.5262 0.9772
O -6.0130 -0.4004 -2.5140
C -7.0621 0.2615 -2.6933
O -7.1793 1.5614 -2.8150
C -6.1432 2.4099 -2.3648
C -5.5286 3.2387 -3.4843
C -8.4115 -0.3838 -2.8557
H -5.3586 1.9038 -1.8023
H -6.6238 3.1415 -1.7154
H -4.4731 3.4936 -3.3897
H -6.1404 4.1392 -3.5381
H -5.4796 2.7613 -4.4629
H -9.2410 0.2851 -2.6264
H -8.5541 -1.1327 -2.0766
H -8.5633 -0.9586 -3.7694
O -1.0154 2.9668 -7.3768
C -1.1046 1.7798 -7.5886
O -1.0196 1.1647 -8.8722
C -1.0196 2.0250 -10.0033
C -0.5129 1.1734 -11.2132
C -1.3670 0.7637 -6.5472
H -0.3441 2.8612 -9.8227
H -1.9769 2.4895 -10.2399
H -0.5676 1.6770 -12.1783
H -1.1335 0.2782 -11.2546
H 0.5276 0.8791 -11.0757
H -0.8275 0.9335 -5.6154
H -1.1015 -0.2387 -6.8832
H -2.4520 0.7553 -6.4435
O 6.5569 -2.4225 2.2477
C 6.3545 -3.1056 3.2477
O 7.2225 -4.0153 3.6617
C 6.8221 -4.7345 4.9081
C 5.7184 -3.8039 5.4217
C 5.0656 -3.1965 4.1977
H 7.6578 -4.9920 5.5588
H 6.3721 -5.6523 4.5297
H 6.0649 -2.9937 6.0633
H 4.9735 -4.3582 5.9927
H 4.6449 -2.2012 4.3410
H 4.3705 -3.8999 3.7392
O 2.6869 9.8282 5.0301
C 1.9863 8.8980 5.5188
O 0.9034 8.5391 4.9167
C 0.3544 7.3123 5.4132
C 1.4832 6.7434 6.2268
C 2.2366 7.9847 6.6736
H -0.0321 6.6523 4.6365
H -0.5918 7.3964 5.9478
H 2.1431 5.9986 5.7820
H 1.1913 6.1741 7.1094
H 3.2818 7.7757 6.9015
H 1.7722 8.4718 7.5310
O 4.4261 -7.7865 0.8085
C 3.5496 -8.4376 0.2444
O 3.0773 -8.0965 -0.9479
C 2.4590 -9.2060 -1.6019
C 2.8404 -10.3865 -0.8072
C 2.9915 -9.8102 0.5740
H 2.8574 -9.3202 -2.6101
H 1.3828 -9.0732 -1.7125
H 3.8450 -10.7143 -1.0744
H 2.2076 -11.2685 -0.9062
H 3.7201 -10.3055 1.2158
H 2.0531 -9.6697 1.1103
O 8.2584 -5.1015 -6.5628
C 8.2496 -5.0489 -5.3209
O 7.1180 -5.1865 -4.6091
C 7.3907 -5.0808 -3.2787
C 8.6181 -4.2031 -3.2860
C 9.3649 -4.6211 -4.4846
H 7.5917 -6.0851 -2.9056
H 6.5546 -4.7667 -2.6539
H 9.2951 -4.3968 -2.4540
H 8.3137 -3.1566 -3.2699
H 9.9999 -5.4966 -4.3489
H 10.0141 -3.8902 -4.9667
O -2.4978 -8.1981 -4.0128
C -2.7087 -7.0267 -4.0295
O -2.3151 -6.2113 -3.0232
C -2.5399 -4.8552 -3.2867
C -3.0788 -4.7470 -4.6795
C -3.3294 -6.1778 -5.1274
H -1.6693 -4.2194 -3.1253
H -3.3176 -4.4826 -2.6200
H -2.2601 -4.3321 -5.2675
H -3.9295 -4.0659 -4.7038
H -2.8747 -6.4428 -6.0819
H -4.3962 -6.3810 -5.2208
O 3.4847 -0.1345 -6.2671
C 4.1931 0.3642 -7.1146
O 3.8046 1.3260 -7.9878
C 4.8219 1.5798 -8.9538
C 6.1067 0.9726 -8.3118
C 5.5825 -0.1062 -7.4064
H 4.9971 2.6415 -9.1279
H 4.6411 1.0991 -9.9152
H 6.7403 1.7255 -7.8430
H 6.8102 0.5388 -9.0224
H 6.2347 -0.1333 -6.5335
H 5.5558 -1.0932 -7.8680
```

=====

The following is a DFT calculation (ωB97M-V/def2-TZVPD) of a molecular structure, C28H22CuIN2.

The charge is -1. Its energy is -85111.781 eV. The value obtained for the HOMO-LUMO gap (alpha / beta) is 5.68 / 6.22 eV. The highest occupied orbital energy (alpha / beta) comes out at -3.14 / -3.84 eV. As for the multiplicity: 2.

```
54
C28H22CuIN2, DFT ωB97M-V/def2-TZVPD
Cu 1.7654 -0.5173 -0.3425
I 4.2583 -1.9571 -1.0152
C 4.8262 -1.5909 0.9632
C 6.1216 -1.8657 1.2984
C 6.5539 -1.6946 2.6316
C 5.6706 -1.2831 3.5818
C 4.3197 -1.0019 3.2515
C 3.4069 -0.6034 4.2571
C 2.1095 -0.3423 3.9232
C 1.6830 -0.4285 2.5804
C 2.5121 -0.7905 1.5328
C 3.8580 -1.1188 1.9076
H 6.8112 -2.2249 0.5462
H 7.5851 -1.9064 2.8887
H 5.9872 -1.1687 4.6135
H 3.7561 -0.5225 5.2811
H 1.4017 -0.0540 4.6949
H 0.6450 -0.1875 2.3680
C -0.0402 -0.7930 -0.9776
C -1.2685 -0.8312 -1.1466
C -2.6379 -0.8741 -1.3395
C -3.3096 -2.1797 -1.3741
C -2.7319 -3.2716 -0.7073
C -3.3172 -4.5244 -0.7436
C -4.4934 -4.7356 -1.4546
C -5.0667 -3.6718 -2.1375
C -4.4849 -2.4135 -2.0996
C -3.3734 0.3801 -1.4934
C -2.6889 1.5419 -1.8935
C -3.3418 2.7542 -2.0187
C -4.7006 2.8611 -1.7407
C -5.3889 1.7290 -1.3250
C -4.7403 0.5102 -1.2020
H -1.8074 -3.1090 -0.1678
H -2.8472 -5.3435 -0.2125
H -4.9511 -5.7167 -1.4849
H -5.9704 -3.8209 -2.7171
H -4.9360 -1.6087 -2.6656
H -1.6288 1.4574 -2.0982
H -2.7845 3.6275 -2.3393
H -5.2123 3.8106 -1.8376
H -6.4430 1.7917 -1.0803
H -5.2936 -0.3482 -0.8451
C 2.6360 4.3613 0.1782
N 2.1154 3.6867 -1.0063
C 0.7909 4.1081 -1.4573
C 2.3702 2.3825 -1.1003
N 2.5793 1.2494 -1.1644
H 2.7766 5.4184 -0.0481
H 3.5939 3.9241 0.4471
H 1.9512 4.2606 1.0260
H 0.8357 5.1517 -1.7693
H 0.0469 3.9980 -0.6623
H 0.4906 3.4956 -2.3035
```

=====

Q: Which energy above the lowest of the compared OMol25 structures with the same formula, charge and spin values were calculated for the entries above? A: 615.1; 389.3; 627.5; 0.0, in kJ/mol.
Q: Which F_max values were calculated for the entries above? A: 5.5; 2.3; 5.8; 0.7, in eV/Å.